(1)
Density functional theory data (wB97M-V/def2-TZVPD) for an isolated molecule of C6H3NO at a distorted geometry.

The geometry in ORCA input format:
```
! RIJCOSX wB97M-V def2-TZVPD def2/J DEFGRID3
* xyz 0 1
C -0.55694 2.48357 0.15141
C 0.05058 1.39438 0.00281
C 0.53111 0.10069 0.10044
C 1.91988 -0.29458 -0.11737
N 3.03701 -0.55108 -0.15899
C -0.20200 -1.07181 0.31367
C -1.64739 -1.28930 0.02698
O -2.42859 -0.40008 -0.26113
H -0.85858 3.44704 -0.21381
H 0.29094 -1.94259 0.61751
H -1.83419 -2.38398 -0.06939
*
```

Calculated values
* relative energy (zero: lowest compared OMol25 entry of this formula, charge and spin): 2.4876 eV
* HOMO level: -0.366 hartree

---

(2)
Density functional theory data (wB97M-V/def2-TZVPD) for an isolated molecule of C6H4 at a distorted geometry.

The geometry in ORCA input format:
```
! RIJCOSX wB97M-V def2-TZVPD def2/J DEFGRID3
* xyz 0 1
C 3.59658 0.78673 -0.29160
C 3.40103 -0.55477 0.22214
C 2.23754 0.42827 -0.11926
C 1.97917 -1.27336 -0.13678
C 0.97006 -0.21628 0.37805
C -0.42544 0.10344 -0.28820
H 0.92994 -0.03944 1.43747
H -0.54246 1.10918 -0.54141
H -1.25505 -0.20486 0.27968
H -0.33220 -0.48776 -1.29261
*
```

Calculated values
* relative energy (zero: lowest compared OMol25 entry of this formula, charge and spin): 6.1541 eV
* HOMO level (alpha / beta): -0.333 / -0.333 hartree

---

(3)
Density functional theory data (wB97M-V/def2-TZVPD) for a cluster of 2 separate species, C6H4 in total at a distorted geometry.

The geometry in ORCA input format:
```
! RIJCOSX wB97M-V def2-TZVPD def2/J DEFGRID3
* xyz 0 1
C 0.93836 0.37591 0.06360
C 0.48064 -0.90503 0.05537
C -1.25795 1.03933 0.23696
C -1.61629 -0.19803 0.04522
C -0.00169 1.43613 0.00129
C -0.89187 -1.28420 0.02774
H 2.05057 0.39008 0.09719
H 1.25297 -1.81191 0.00077
H 0.27951 3.19685 -0.30230
H -1.23425 -2.23913 -0.22583
*
```

Calculated values
* relative energy (zero: lowest compared OMol25 entry of this formula, charge and spin): 3.1545 eV
* HOMO level (alpha / beta): -0.342 / -0.342 hartree

---

(4)
Density functional theory data (wB97M-V/def2-TZVPD) for an isolated molecule of C6H4 at a distorted geometry.

The geometry in ORCA input format:
```
! RIJCOSX wB97M-V def2-TZVPD def2/J DEFGRID3
* xyz 0 1
C 1.94189 -0.54101 -0.16939
C 0.57607 -0.80116 0.21981
C 1.43892 0.67101 -0.19697
C -0.53818 -0.02373 0.72056
C -0.84537 -1.17155 -0.09789
C 0.00618 1.28882 0.17716
H -1.12869 -1.00284 -1.18692
H -0.98375 -2.13422 0.49871
H -0.01491 2.05240 0.81798
H -0.45216 1.66227 -0.78307
*
```

Calculated values
* relative energy (zero: lowest compared OMol25 entry of this formula, charge and spin): 5.0605 eV
* HOMO level: -0.314 hartree